The following is a quantum chemistry calculation of a structure of composition C16H36AgN2O16Pb2S2 in a non-equilibrium geometry, from the OMol25 dataset.

```
75
C16H36AgN2O16Pb2S2 ωB97M-V with the def2-TZVPD basis set
O -1.855 -1.601 1.694
H -4.976 1.146 -0.563
H 1.949 3.802 1.545
Ag -1.517 -1.981 -3.542
H 1.372 -3.969 0.128
C 2.128 2.819 1.109
H -2.839 2.999 3.624
O -3.107 2.963 1.597
H -3.444 0.831 3.508
H 2.992 -1.737 -2.550
O 1.542 -1.565 -6.659
S -0.139 -0.116 -1.926
O 3.130 2.603 -2.101
H 2.351 -1.454 1.363
C 2.879 -2.429 -0.399
H -1.364 0.261 2.065
Pb -1.323 1.264 -5.382
H -4.562 3.409 3.074
H -1.351 2.133 -0.559
C -1.115 -2.640 2.176
H -3.618 0.584 -1.590
H 3.954 -2.259 -0.457
H 2.084 -6.404 0.107
C -3.491 3.455 2.879
C 3.110 -6.090 -0.085
C 1.392 1.698 1.867
H 2.769 -3.972 1.161
H 3.960 3.482 1.871
O 1.237 0.344 -2.302
H 2.529 -3.274 -2.317
H 3.761 -6.117 0.789
H 3.541 -6.541 -0.979
C -3.488 2.687 -0.748
H -4.789 3.549 0.661
O -0.247 -1.561 -1.964
O 0.452 -2.285 -4.599
H -3.832 -0.953 3.552
H 2.512 -0.337 -0.019
O -0.735 -2.280 3.444
S 1.304 -1.313 -5.246
H -3.553 4.595 0.198
H -3.862 -0.139 2.071
C -1.034 -0.965 3.805
H -4.108 3.164 -1.507
O 2.471 -1.238 -4.440
C -1.929 -0.490 2.616
O 3.103 -4.783 -0.490
H -1.678 3.501 -1.548
C -3.894 1.131 -0.689
H -0.123 -0.403 4.014
H 1.543 -2.103 -2.048
C -3.333 -0.140 3.024
O 1.909 2.832 -0.229
C 2.174 -1.324 0.296
N 2.512 -2.351 -1.908
O -0.535 0.502 -0.712
O -0.885 -3.721 1.667
H 3.887 1.698 1.763
H -1.510 -0.931 4.785
C 2.444 -3.769 0.141
H 0.380 1.957 2.179
H -3.549 0.644 0.224
H -3.118 4.470 3.013
H -1.835 2.103 -2.021
N -1.993 2.620 -1.168
H 1.087 -1.393 0.242
O -1.068 0.178 -3.060
Pb 2.485 1.249 -4.121
C -3.725 3.544 0.427
H 1.709 1.533 2.897
H 1.252 0.779 1.298
C 3.086 2.749 -0.895
C 3.668 2.635 1.250
O 4.156 2.770 -0.025
O 0.709 -0.056 -5.276
```

The value obtained for the HOMO energy (alpha / beta) is -18.9 / -18.9 eV. The total charge is +4. Its expectation value of S² is 0.754. The spin multiplicity is 2. The calculation puts the largest force on an atom at 12.88 eV/A.

Results of the Mulliken charge analysis, in e, for atoms 1 through 2:
1. O -0.32
2. H 0.54

---

The following is a quantum chemistry calculation of a structure of composition C16H36BCs2O8S4 in a non-equilibrium geometry, from the OMol25 dataset.

```
67
C16H36BCs2O8S4 ωB97M-V with the def2-TZVPD basis set
O 2.571 2.932 -1.381
H 6.476 1.616 0.485
C 2.707 -4.945 -0.224
H 3.288 -5.791 0.135
C 3.073 1.266 0.650
O -1.642 -0.489 -4.646
C 3.280 -3.598 0.251
H 2.979 -3.481 1.301
C 5.043 1.842 -1.066
H 5.436 0.924 -1.503
H 3.473 -1.964 -1.116
H -0.502 0.201 -1.482
H 2.347 0.457 0.705
O 2.899 0.511 -1.908
H -5.229 0.226 4.234
H 4.369 -3.614 0.252
C 4.455 0.955 1.131
H 4.614 1.029 2.211
H 0.586 0.122 2.244
H -2.305 2.066 -1.193
O 0.352 -3.448 -1.589
H -4.954 0.066 1.278
B -0.003 -0.490 1.455
H -4.557 1.655 0.653
C -2.892 1.350 -3.112
C 2.662 -2.459 -0.585
C -4.870 1.235 4.014
H 5.301 2.889 0.860
H -3.639 2.395 2.684
C 2.644 -4.826 -1.729
H -0.003 2.464 -1.798
H -3.028 0.825 2.897
H -5.818 3.187 3.706
S -1.931 -0.193 -3.267
O -6.824 2.866 1.250
C -6.074 2.125 3.725
C -0.435 0.494 -2.534
O -2.533 -1.142 -2.344
C 5.430 1.906 0.405
O -7.351 0.511 2.097
C -4.848 1.117 1.552
H -3.035 1.743 -4.124
H 1.956 -1.737 -0.185
H -4.328 1.495 4.926
H -0.311 2.491 -3.493
C -0.624 2.003 -2.570
H -6.961 2.070 4.351
H 0.042 -1.594 1.764
H 2.302 -5.681 -2.307
H 0.459 0.020 -2.930
H 2.642 2.129 1.159
C -3.973 1.354 2.776
S -6.506 1.675 2.009
O 2.062 -2.702 -3.219
H -1.092 -0.084 1.382
H 1.710 -5.002 0.222
H 4.725 -0.090 0.928
S 1.757 -3.296 -1.946
S 3.216 1.667 -1.109
Cs 2.288 -0.840 3.928
H 0.464 -0.353 0.384
H -2.375 3.342 -2.370
H -3.910 1.063 -2.841
Cs -1.943 -2.885 0.648
H 3.623 -4.545 -2.132
C -2.084 2.302 -2.241
H 5.345 2.666 -1.708
```

The value obtained for the HOMO energy is -11.7 eV. The total charge is +1. The energy relative to the best compared isomer or geometry (same formula, charge and spin) comes out at 101.7 kJ/mol. The calculation puts the largest force on an atom at 2.05 eV/A.

Results of the Mulliken charge analysis, in e, for atoms 1 through 2:
1. O -0.70
2. H 0.38

---

The following is a quantum chemistry calculation of a cluster of 3 separate species, C16H36ClN2 in total in a non-equilibrium geometry, from the OMol25 dataset.

```
55
C16H36ClN2 ωB97M-V with the def2-TZVPD basis set
H 1.836 -2.491 -8.574
H -0.757 -0.565 -7.262
H -0.456 1.321 7.644
H -0.200 3.346 -5.331
H -0.802 0.554 2.253
H 0.745 -1.321 5.269
H -0.914 2.417 6.468
C -0.745 0.054 3.220
C 0.088 2.476 -4.742
N -0.074 0.145 -5.261
C 0.862 -0.966 7.403
H -1.981 2.653 -4.194
C -0.196 -0.938 -6.405
N -0.215 0.594 5.587
H 1.691 -1.876 -6.090
C 1.162 -1.318 -6.863
H 0.867 2.680 -4.007
C 1.738 -2.234 7.569
C 0.908 -2.267 -8.047
H 0.239 1.680 -6.774
H -0.119 -1.320 7.721
Cl 0.267 0.748 -0.363
H -0.800 -1.813 -6.166
H -1.626 -0.914 6.053
H 0.358 0.079 -3.091
H 0.623 -3.209 -7.580
C -1.187 1.907 -4.154
H 0.814 2.174 6.509
C 0.860 -0.477 5.949
C 0.622 1.443 -5.781
H 1.625 -0.443 -7.320
H 0.989 1.371 3.789
H 1.801 -0.008 5.662
C -2.050 -0.030 3.999
H -0.309 -0.945 3.203
H -1.943 0.951 -5.925
H 1.405 -2.983 6.851
C -1.507 0.618 -4.983
H -2.335 0.557 6.200
H 1.666 -0.662 -4.104
H 1.668 1.267 -6.031
C -1.679 0.028 5.508
C -0.008 1.047 4.086
H 2.790 -2.040 7.360
H 1.625 -2.678 8.558
C -0.142 1.673 6.661
H -1.156 1.614 -3.105
H 1.098 -0.152 8.088
H 0.180 -1.825 -8.727
H -2.593 0.913 3.930
H -2.183 -0.072 -4.479
H -0.513 1.997 3.914
C 0.598 -0.469 -4.002
H 0.085 -1.425 -3.893
H -2.719 -0.867 3.800
```

The value obtained for the HOMO energy is -9.2 eV. The total charge is +1. The energy relative to the best compared isomer or geometry (same formula, charge and spin) comes out at 211.8 kJ/mol. The calculation puts the largest force on an atom at 2.57 eV/A.

Results of the Mulliken charge analysis, in e, for atoms 1 through 2:
1. H 0.38
2. H 0.42